ORCA calculation (ωB97M-V with the def2-TZVPD basis set) on 2 unconnected molecules or ions with the total composition C3H12N2S in a non-equilibrium geometry.

The geometry in XYZ format:
```
18
Properties=species:S:1:pos:R:3:forces:R:3
C -1.39723 1.09463 -1.33269 0.240 -0.203 0.119
S -1.82451 0.70987 0.38906 0.329 -0.432 0.267
C -2.10624 -1.09381 0.27578 0.104 0.106 0.080
H -2.02932 1.90898 -1.66849 0.087 0.100 -0.130
H -1.52788 0.23495 -1.98533 -0.310 -0.053 0.063
H -0.34200 1.34726 -1.39803 -0.011 0.301 -0.015
H -1.62697 -1.75503 0.99583 0.188 0.649 0.636
H -3.17904 -1.24016 0.37006 0.048 -0.370 -0.553
H -1.63018 -1.41060 -0.64367 -0.612 -0.133 -0.484
N 1.65075 -1.16408 0.91646 0.558 0.169 0.213
C 2.78618 -0.35712 0.48886 -0.498 0.208 -1.110
N 2.68494 0.25940 -0.85562 -0.027 -0.074 0.269
H 0.80768 -0.62139 0.79172 -0.306 -0.145 0.022
H 1.60291 -2.03958 0.41722 -0.173 0.009 -0.148
H 2.89211 0.45231 1.20660 0.422 -0.068 0.064
H 3.67828 -0.97621 0.38132 -0.038 -0.014 0.743
H 2.37301 -0.46443 -1.49210 0.005 0.141 -0.217
H 2.02274 1.02809 -0.90537 -0.006 -0.190 0.180
```
Positions in Å, forces in eV/Å.

Energy relative to the best compared isomer or geometry (same formula, charge and spin) ... 0.388 eV
HOMO energy ... -0.32243 Eh
Total charge ... 0
Energy ... -629.165227 Ha
Structure (SMILES) ... CSC.NCN
Spin multiplicity ... 1
Frontier orbital gap ... 9.636 eV

Charges in e, computed with natural (NBO), in the same order as the atoms:
1. C -0.737
2. S 0.159
3. C -0.742
4. H 0.227
5. H 0.220
6. H 0.209
7. H 0.227
8. H 0.223
9. H 0.217
10. N -0.852
11. C -0.060
12. N -0.849
13. H 0.358
14. H 0.349
15. H 0.180
16. H 0.180
17. H 0.343
18. H 0.347


ORCA calculation (ωB97M-V with the def2-TZVPD basis set) on 7 unconnected molecules or ions with the total composition C22H35N5O2S2 in a non-equilibrium geometry.

The geometry in XYZ format:
```
66
Properties=species:S:1:pos:R:3:forces:R:3
C -8.86991 -0.05564 -0.24341 0.409 -1.252 -0.734
S -8.29123 0.47928 1.35179 1.531 -0.241 3.290
O -7.92721 -0.65055 2.35141 -1.275 1.193 -2.064
C -6.59741 1.04500 0.94068 0.157 0.301 -1.767
H -8.26077 -0.90268 -0.55900 0.363 0.210 -0.368
H -8.84277 0.78406 -0.93786 0.286 -0.011 0.080
H -9.88001 -0.46373 -0.27910 -0.153 0.347 0.787
H -6.59039 1.40463 -0.08825 -0.137 -0.106 -0.305
H -5.88890 0.21739 0.97480 -0.392 -0.259 0.242
H -6.14951 1.89501 1.45544 -0.764 -0.192 0.826
C 6.19243 -6.12864 1.60076 1.627 0.676 -0.753
S 6.61685 -4.26510 1.61816 -0.139 -0.136 -1.994
O 7.43980 -3.89861 0.35223 -1.642 -1.057 2.295
C 4.92734 -3.55166 1.24491 0.323 0.419 0.026
H 5.83803 -6.51043 2.55822 -0.743 0.415 -0.277
H 7.15506 -6.62851 1.49318 0.564 0.423 0.256
H 5.76576 -6.45479 0.65225 -1.009 0.333 0.360
H 4.05701 -3.82940 1.83946 0.344 -0.828 0.136
H 4.73681 -3.65911 0.17709 0.111 -0.307 0.062
H 4.98184 -2.48122 1.44309 0.555 0.076 -0.094
C -3.67964 9.26914 -2.69331 -0.502 -0.297 0.050
C -3.14196 8.00299 -3.14608 0.006 -0.681 -0.619
N -2.73145 6.97283 -3.44893 -0.031 0.282 0.055
H -4.51838 9.63658 -3.28460 0.360 -0.078 -0.525
H -2.85933 9.98669 -2.67588 -0.368 0.157 0.512
H -4.17751 9.01027 -1.75885 0.538 0.614 0.534
N 5.48040 1.18480 -4.06831 1.983 -0.272 1.241
C 6.63621 1.56151 -3.34536 -0.274 -3.084 -0.438
C 6.61251 2.87672 -3.13580 2.400 0.551 0.681
C 5.54313 3.36301 -3.81152 -2.597 1.897 -0.531
C 4.80284 2.31900 -4.29384 -0.897 1.236 -1.096
H 5.30595 0.24867 -4.40498 -0.157 0.389 0.151
H 7.39217 0.83396 -3.08925 -0.228 -0.073 0.054
H 7.38076 3.45763 -2.64718 -0.038 -0.134 0.028
H 5.30576 4.41353 -3.89183 -0.318 -0.105 -0.007
H 3.85890 2.40519 -4.81148 0.121 -0.408 -0.073
N 0.21777 2.55664 0.66059 -1.297 -0.685 1.164
C -0.40855 2.65990 1.89178 1.150 1.234 -0.043
C -0.46848 1.41261 2.45472 -1.920 1.723 1.601
C -0.11146 0.49036 1.51855 1.332 -0.526 -1.672
C 0.33426 1.22060 0.42035 0.726 -1.128 -0.768
H 0.37428 3.34437 0.04815 0.038 -0.500 -0.038
H -0.61068 3.65548 2.25836 -0.119 -0.218 0.262
H -0.90374 1.20551 3.42119 0.083 0.045 0.011
H -0.10871 -0.57197 1.71309 0.156 0.030 -0.517
H 0.81461 0.86593 -0.47958 -0.154 0.020 -0.009
N 2.86490 -2.62839 7.31189 2.312 0.394 -0.608
C 4.27672 -2.53247 7.35782 -0.821 -0.132 0.510
C 4.84384 -3.77324 7.08857 -0.849 1.453 0.281
C 3.74634 -4.59952 6.75949 -0.432 -0.382 -0.295
C 2.58642 -3.86935 6.84518 -0.299 -1.354 0.460
H 2.27018 -1.81591 7.39121 -0.026 -0.426 -0.113
H 4.70429 -1.57400 7.61260 0.144 -0.189 0.057
H 5.89129 -4.00982 7.20374 -0.127 -0.019 -0.273
H 3.71121 -5.64447 6.48887 0.326 0.025 0.058
H 1.61738 -4.34256 6.78650 -0.225 0.625 -0.103
N -6.08548 -1.09858 -5.60767 -0.517 -0.723 0.308
C -6.12380 -2.25164 -4.80597 -2.448 0.153 -3.118
C -5.07009 -2.27277 -4.03129 2.641 0.806 2.195
C -4.34799 -1.06091 -4.30530 1.162 0.346 1.778
C -4.99151 -0.36375 -5.23491 -1.035 0.201 -1.957
H -6.73250 -0.87652 -6.35075 0.205 -0.126 0.279
H -6.84055 -3.02644 -5.03482 -0.160 0.175 0.233
H -4.80759 -2.97514 -3.25401 -0.113 -0.119 -0.243
H -3.56368 -0.53231 -3.78392 0.425 -0.804 0.251
H -4.70183 0.52055 -5.78307 -0.171 0.100 0.293
```
Positions in Å, forces in eV/Å.

HOMO energy ... -0.29569 Eh
Total charge ... 0
Energy ... -2079.701725 Ha
Spin multiplicity ... 1
Frontier orbital gap ... 8.561 eV

Charges in e, computed with natural (NBO), in the same order as the atoms:
1. C -0.849
2. S 1.185
3. O -0.958
4. C -0.814
5. H 0.238
6. H 0.240
7. H 0.250
8. H 0.215
9. H 0.248
10. H 0.245
11. C -0.813
12. S 1.161
13. O -0.949
14. C -0.810
15. H 0.237
16. H 0.235
17. H 0.235
18. H 0.233
19. H 0.236
20. H 0.235
21. C -0.726
22. C 0.284
23. N -0.331
24. H 0.256
25. H 0.259
26. H 0.259
27. N -0.511
28. C -0.080
29. C -0.303
30. C -0.312
31. C -0.068
32. H 0.418
33. H 0.209
34. H 0.223
35. H 0.215
36. H 0.209
37. N -0.504
38. C -0.086
39. C -0.301
40. C -0.314
41. C -0.066
42. H 0.421
43. H 0.204
44. H 0.218
45. H 0.224
46. H 0.206
47. N -0.515
48. C -0.076
49. C -0.306
50. C -0.309
51. C -0.075
52. H 0.417
53. H 0.207
54. H 0.229
55. H 0.217
56. H 0.211
57. N -0.528
58. C -0.070
59. C -0.302
60. C -0.313
61. C -0.063
62. H 0.409
63. H 0.208
64. H 0.227
65. H 0.220
66. H 0.212


Repeat the first record exactly.
ORCA calculation (ωB97M-V with the def2-TZVPD basis set) on 2 unconnected molecules or ions with the total composition C3H12N2S in a non-equilibrium geometry.

The geometry in XYZ format:
```
18
Properties=species:S:1:pos:R:3:forces:R:3
C -1.39723 1.09463 -1.33269 0.240 -0.203 0.119
S -1.82451 0.70987 0.38906 0.329 -0.432 0.267
C -2.10624 -1.09381 0.27578 0.104 0.106 0.080
H -2.02932 1.90898 -1.66849 0.087 0.100 -0.130
H -1.52788 0.23495 -1.98533 -0.310 -0.053 0.063
H -0.34200 1.34726 -1.39803 -0.011 0.301 -0.015
H -1.62697 -1.75503 0.99583 0.188 0.649 0.636
H -3.17904 -1.24016 0.37006 0.048 -0.370 -0.553
H -1.63018 -1.41060 -0.64367 -0.612 -0.133 -0.484
N 1.65075 -1.16408 0.91646 0.558 0.169 0.213
C 2.78618 -0.35712 0.48886 -0.498 0.208 -1.110
N 2.68494 0.25940 -0.85562 -0.027 -0.074 0.269
H 0.80768 -0.62139 0.79172 -0.306 -0.145 0.022
H 1.60291 -2.03958 0.41722 -0.173 0.009 -0.148
H 2.89211 0.45231 1.20660 0.422 -0.068 0.064
H 3.67828 -0.97621 0.38132 -0.038 -0.014 0.743
H 2.37301 -0.46443 -1.49210 0.005 0.141 -0.217
H 2.02274 1.02809 -0.90537 -0.006 -0.190 0.180
```
Positions in Å, forces in eV/Å.

Energy relative to the best compared isomer or geometry (same formula, charge and spin) ... 0.388 eV
HOMO energy ... -0.32243 Eh
Total charge ... 0
Energy ... -629.165227 Ha
Structure (SMILES) ... CSC.NCN
Spin multiplicity ... 1
Frontier orbital gap ... 9.636 eV

Charges in e, computed with natural (NBO), in the same order as the atoms:
1. C -0.737
2. S 0.159
3. C -0.742
4. H 0.227
5. H 0.220
6. H 0.209
7. H 0.227
8. H 0.223
9. H 0.217
10. N -0.852
11. C -0.060
12. N -0.849
13. H 0.358
14. H 0.349
15. H 0.180
16. H 0.180
17. H 0.343
18. H 0.347


Which formula does entry 2 have?
C22H35N5O2S2


What is the formula in the first record?
C3H12N2S